{
  "formula": "C8H12P2",
  "method": "ωB97M-V with the def2-TZVPD basis set",
  "elements": ["P", "P", "C", "C", "C", "C", "C", "C", "C", "C", "H", "H", "H", "H", "H", "H", "H", "H", "H", "H", "H", "H"],
  "xyz": [[2.548, -0.731, 0.346], [-2.608, 0.645, 0.167], [0.098, 1.800, -0.647], [-0.032, 0.772, -1.581], [-1.231, -0.039, 1.035], [-0.549, -1.272, 0.785], [0.942, 1.979, 0.447], [0.811, -1.189, -0.242], [1.633, 2.329, 1.361], [0.263, -0.555, -1.417], [-3.536, -0.207, 0.746], [1.029, -2.166, -0.595], [2.949, -2.144, 0.203], [-0.215, -1.237, -2.141], [-2.468, -0.389, -0.917], [2.286, 2.594, 2.128], [-0.528, 1.021, -2.588], [-0.809, 0.615, 1.655], [-0.010, -1.800, 1.738], [-1.059, -2.049, 0.230], [2.912, -0.479, -0.938], [-0.491, 2.637, -0.885]],
  "homo_lumo_gap_ev": [7.221, 6.968],
  "relative_energy_kj_mol": 510.5,
  "max_force_ha_per_bohr": 0.083,
  "energy_ha": -994.45111,
  "lumo_ev": [-0.18, -0.79],
  "charge": 0
}


{
  "formula": "C8H13BN2Pt",
  "method": "ωB97M-V with the def2-TZVPD basis set",
  "elements": ["Pt", "N", "N", "C", "C", "C", "C", "C", "C", "C", "C", "B", "H", "H", "H", "H", "H", "H", "H", "H", "H", "H", "H", "H", "H"],
  "xyz": [[0.406, 1.030, -0.383], [-0.879, 0.890, 1.263], [3.001, 1.366, 0.638], [0.243, -1.774, -1.047], [0.054, -1.749, 0.384], [-1.371, 0.954, -1.492], [1.989, -0.528, -0.111], [1.143, -1.053, 0.969], [-2.324, -0.100, -1.415], [-1.167, 1.255, 2.355], [1.441, -1.093, -1.366], [-1.380, 1.810, 3.794], [-2.582, 1.877, 4.027], [-2.287, -0.937, -2.172], [-0.407, -2.291, -1.754], [1.403, -0.978, 2.022], [3.075, -0.350, -0.011], [-0.743, -2.265, 0.919], [2.569, 2.198, 0.027], [-0.789, 1.037, 4.551], [1.957, -1.066, -2.328], [-3.139, -0.077, -0.686], [-1.445, 1.922, -0.889], [-0.777, 1.195, -2.396], [-0.852, 2.927, 3.804]],
  "homo_lumo_gap_ev": [4.271, 3.860],
  "spin_multiplicity": 3,
  "max_force_ha_per_bohr": 0.092,
  "energy_ha": -565.93491,
  "lumo_ev": [5.23, 5.23],
  "charge": -2
}